# 1
Entry from the OMol25 dataset: a cluster of 2 separate species, C7H16FO4PSi in total at a distorted geometry (the ωB97M-V functional and the def2-TZVPD basis).

Computed properties:
SMILES: C#C[SiH2][C@@H](C)F.COP(=O)(OC)OC
E_HOMO (eV): -10.4
E_tot (eV): -35591.7937
Orbital gap (eV): 11.2
E_LUMO (eV): 0.813

Element x y z (Å)
P1 -1.818 -1.898 -1.914
Si1 0.979 2.502 2.317
F1 3.398 2.221 1.125
O1 -2.100 -3.320 -1.243
O2 -0.483 -1.416 -1.187
O3 -2.950 -0.952 -1.864
O4 -1.313 -2.281 -3.375
C1 3.442 4.100 2.676
C2 -2.298 -2.698 -4.314
C3 1.249 0.602 2.364
C4 -0.378 -0.034 -0.861
C5 1.660 -0.572 2.246
C6 2.565 3.343 1.558
C7 -2.350 -3.321 0.157
H1 3.541 5.219 2.469
H2 2.274 -1.499 2.040
H3 -2.672 -4.318 0.453
H4 0.882 3.063 3.685
H5 -1.435 -3.071 0.699
H6 4.499 3.663 2.644
H7 -3.060 -3.320 -3.840
H8 -3.134 -2.603 0.409
H9 -0.664 0.591 -1.708
H10 0.657 0.183 -0.595
H11 2.301 4.027 0.697
H12 3.029 3.883 3.705
H13 -0.229 2.819 1.522
H14 -2.767 -1.822 -4.765
H15 -1.016 0.188 -0.003
H16 -1.807 -3.279 -5.096

=====

# 2
Entry from the OMol25 dataset: a cluster of 2 separate species, C7H16FO5P in total (the ωB97M-V functional and the def2-TZVPD basis).

Computed properties:
SMILES: O=CO[C@H](CCF)P(O)O.CC(C)O
E_HOMO (eV): -9.5
E_tot (eV): -29762.7913
Energy above the lowest of the compared OMol25 structures with the same formula, charge and spin (kcal per mole): 0.0
Orbital gap (eV): 10.1
E_LUMO (eV): 0.626

Element x y z (Å)
P1 -0.457 0.444 2.335
F1 3.525 1.937 0.969
O1 -1.666 -0.123 1.373
O2 -0.698 -0.482 3.666
O3 0.956 -1.872 1.992
O4 -0.221 -3.672 1.382
O5 -0.478 -0.001 -1.377
C1 0.458 -2.743 1.087
C2 -1.579 1.779 -2.597
C3 0.971 -0.499 1.563
C4 -1.669 -0.609 -3.400
C5 2.348 0.081 1.887
C6 -0.849 0.449 -2.681
C7 2.466 1.601 1.810
H1 -1.824 2.156 -3.591
H2 -0.817 0.071 4.446
H3 3.065 -0.311 1.161
H4 -1.916 -0.293 -4.414
H5 -1.672 -1.092 1.309
H6 -1.121 -1.550 -3.452
H7 0.729 -2.486 0.046
H8 2.650 -0.299 2.865
H9 0.099 0.589 -3.203
H10 -2.605 -0.789 -2.864
H11 0.801 -0.471 0.479
H12 1.574 2.077 1.398
H13 -2.511 1.663 -2.037
H14 2.690 2.041 2.782
H15 -1.281 -0.116 -0.852
H16 -0.966 2.520 -2.084

=====

# 3
Entry from the OMol25 dataset: a cluster of 2 separate species, C7H16N in total at a distorted geometry (the ωB97M-V functional and the def2-TZVPD basis).

Computed properties:
E_HOMO (eV): -12.7
E_tot (eV): -8997.3080
Energy above the lowest of the compared OMol25 structures with the same formula, charge and spin (kcal per mole): 115.2
Orbital gap (eV): 5.1
Net charge: +1
E_LUMO (eV): -7.542

Element x y z (Å)
N1 -0.754 -1.833 1.301
C1 1.944 -0.141 -0.493
C2 1.195 -1.235 -1.205
C3 3.173 0.228 -0.816
C4 1.146 0.543 0.593
C5 -1.572 0.270 0.021
C6 -2.784 1.119 -0.066
C7 -0.318 1.016 0.265
H1 -0.264 1.909 -0.381
H2 -0.481 1.579 1.209
H3 -1.447 -0.312 -0.897
H4 1.023 -0.092 1.473
H5 -1.571 -2.461 1.295
H6 3.673 1.115 -0.448
H7 -0.701 -1.736 2.325
H8 -3.787 0.695 -0.081
H9 1.761 -1.765 -1.966
H10 -1.216 -0.910 1.020
H11 1.618 1.474 0.896
H12 -2.761 1.803 0.788
H13 3.681 -0.246 -1.649
H14 0.759 -1.963 -0.524
H15 -2.647 1.694 -0.990
H16 0.329 -0.751 -1.668

=====

# 4
Entry from the OMol25 dataset: the molecule C7H16N2 at a distorted geometry (the ωB97M-V functional and the def2-TZVPD basis).

Computed properties:
SMILES: C=NC(C)(C)CCNC
E_HOMO (eV): -8.4
E_tot (eV): -10496.1920
Energy above the lowest of the compared OMol25 structures with the same formula, charge and spin (kcal per mole): 70.7
Orbital gap (eV): 9.4
E_LUMO (eV): 1.013

Element x y z (Å)
N1 2.177 -0.823 -0.127
N2 -1.169 -1.027 0.612
C1 0.210 0.896 0.057
C2 -0.982 -2.040 -0.053
C3 -1.302 0.352 0.180
C4 3.273 -0.280 0.569
C5 1.155 -0.007 -0.729
C6 -2.104 1.054 1.236
C7 -1.947 0.477 -1.259
H1 -0.759 -3.008 0.389
H2 3.003 0.200 1.438
H3 -3.080 0.545 1.305
H4 -2.998 0.339 -1.343
H5 0.652 -0.583 -1.451
H6 -1.853 1.479 -1.614
H7 1.821 -1.499 0.395
H8 1.650 0.804 -1.168
H9 -1.553 -0.165 -2.012
H10 3.849 0.363 0.015
H11 0.179 1.917 -0.498
H12 -1.585 0.892 2.152
H13 0.598 1.045 1.023
H14 -0.919 -1.942 -1.234
H15 -2.221 2.094 1.177
H16 3.905 -1.085 0.940

=====

# 5
Entry from the OMol25 dataset: a structure of composition C7H16N2 at a distorted geometry (the ωB97M-V functional and the def2-TZVPD basis).

Computed properties:
E_HOMO (eV): -8.1
E_tot (eV): -10494.4451
Energy above the lowest of the compared OMol25 structures with the same formula, charge and spin (kcal per mole): 111.0
Orbital gap (eV): 9.1
E_LUMO (eV): 1.003

Element x y z (Å)
N1 -1.635 -1.908 0.268
N2 -2.282 -0.671 0.043
C1 1.383 -1.094 -1.296
C2 1.250 1.365 -0.296
C3 1.382 -0.099 -0.128
C4 0.188 0.509 0.515
C5 -1.608 0.468 -0.322
C6 2.542 -0.440 0.896
C7 -2.359 1.600 0.392
H1 -1.775 -2.505 -0.577
H2 -1.474 0.620 -1.402
H3 -3.353 1.512 0.048
H4 0.666 -0.956 -2.087
H5 -0.016 0.918 1.503
H6 3.391 0.162 0.593
H7 2.469 -1.174 -1.630
H8 -2.416 1.429 1.492
H9 1.121 1.680 -1.263
H10 2.762 -1.559 0.713
H11 -2.847 -0.450 0.958
H12 -1.982 2.590 0.129
H13 1.897 2.053 0.196
H14 2.189 -0.227 1.905
H15 1.112 -2.168 -0.966
H16 -0.605 -1.654 0.318

=====

# 6
Entry from the OMol25 dataset: a cluster of 2 separate species, C7H16N2 in total at a distorted geometry (the ωB97M-V functional and the def2-TZVPD basis).

Computed properties:
E_HOMO (alpha / beta) (eV): -7.0 / -8.8
Multiplicity: 3
E_tot (eV): -10492.5931
Energy above the lowest of the compared OMol25 structures with the same formula, charge and spin (kcal per mole): 0.0
Orbital gap (alpha / beta) (eV): 8.1 / 7.8
E_LUMO (alpha / beta) (eV): 1.033 / -1.016

Element x y z (Å)
N1 -0.084 -0.372 -0.233
N2 -1.929 0.293 0.111
C1 -0.349 -1.141 -2.459
C2 -2.836 -0.387 -0.354
C3 0.662 0.238 0.864
C4 2.112 -0.249 0.979
C5 0.707 1.834 0.725
C6 -0.072 -0.217 2.156
C7 0.079 0.099 -1.572
H1 0.108 2.249 -0.128
H2 1.838 2.072 0.636
H3 2.646 0.279 1.799
H4 2.833 -0.124 0.084
H5 -3.810 -0.292 0.081
H6 -1.371 -0.956 -3.003
H7 -0.572 0.996 -1.834
H8 -0.536 -1.959 -1.817
H9 1.118 0.210 -1.826
H10 -2.549 -1.105 -1.111
H11 0.376 -1.531 -3.286
H12 0.486 -0.218 3.104
H13 2.078 -1.309 1.146
H14 0.365 2.310 1.656
H15 -0.870 0.472 2.350
H16 -0.429 -1.192 1.932

=====

# 7
Entry from the OMol25 dataset: a cluster of 2 separate species, C7H16N3O2 in total (the ωB97M-V functional and the def2-TZVPD basis).

Computed properties:
E_HOMO (eV): -11.4
E_tot (eV): -16076.8845
Energy above the lowest of the compared OMol25 structures with the same formula, charge and spin (kcal per mole): 2.6
Orbital gap (eV): 8.7
Net charge: +1
E_LUMO (eV): -2.613

Element x y z (Å)
O1 1.799 0.973 -0.135
O2 -3.360 0.392 0.455
N1 -2.410 -1.634 0.487
N2 0.440 0.315 1.492
N3 2.593 -0.555 1.404
C1 3.019 0.945 -0.874
C2 0.402 -1.723 -0.683
C3 1.618 0.196 0.899
C4 -0.211 -0.692 -1.272
C5 -1.294 0.112 -0.750
C6 -2.332 -0.354 0.010
C7 -3.400 1.778 0.184
H1 2.438 -1.129 2.216
H2 -1.999 -2.342 -0.104
H3 1.196 -2.248 -1.186
H4 -3.496 1.973 -0.887
H5 -4.286 2.149 0.696
H6 -0.360 0.539 0.856
H7 0.095 -2.137 0.263
H8 0.226 -0.271 2.285
H9 3.852 1.331 -0.278
H10 -2.513 2.287 0.573
H11 2.850 1.608 -1.721
H12 -1.387 1.094 -1.186
H13 3.233 -0.064 -1.240
H14 -3.314 -1.874 0.867
H15 0.184 -0.342 -2.218
H16 3.519 -0.547 1.009

=====

# 8
Entry from the OMol25 dataset: a cluster of 2 separate species, C7H16N3O2Se in total at a distorted geometry (the ωB97M-V functional and the def2-TZVPD basis).

Computed properties:
E_HOMO (alpha / beta) (eV): -9.5 / -12.8
Multiplicity: 3
E_tot (eV): -81419.3928
Orbital gap (alpha / beta) (eV): 7.1 / 8.5
Net charge: +1
E_LUMO (alpha / beta) (eV): -2.424 / -4.336

Element x y z (Å)
Se1 -1.007 -1.562 0.577
O1 -0.642 1.305 -0.812
O2 -1.736 2.464 0.596
N1 -3.693 0.737 0.779
N2 1.648 1.368 0.211
N3 2.632 -0.600 -0.325
C1 -2.375 -0.872 -0.662
C2 -2.829 0.542 -0.370
C3 3.435 0.613 1.581
C4 -1.665 1.511 -0.242
C5 1.842 -0.984 -1.295
C6 0.034 -2.497 -0.489
C7 2.560 0.480 0.450
H1 0.909 1.105 -0.468
H2 -1.656 -0.640 -1.482
H3 -3.188 -1.601 -0.861
H4 3.250 -1.202 0.173
H5 -0.225 -2.468 -1.554
H6 3.869 1.624 1.488
H7 2.149 -1.858 -1.875
H8 1.297 -0.220 -1.789
H9 -3.335 0.172 1.497
H10 2.906 0.356 2.530
H11 4.173 -0.261 1.643
H12 -4.574 0.623 0.426
H13 -2.794 2.390 0.935
H14 -3.391 0.729 -1.247
H15 0.579 -3.454 -0.155
H16 1.825 2.200 0.741